This record from OMol25 describes a structure of composition C3H5NO2 in a non-equilibrium geometry. The level of theory is wB97M-V/def2-TZVPD.

The geometry in XYZ format:
```
11
Properties=species:S:1:pos:R:3
O 2.792 -0.405 -0.037
C 1.773 0.110 -0.365
N 0.515 -0.591 0.801
C -0.736 -0.424 0.599
C -1.173 0.685 -0.250
O 1.177 0.813 -1.127
H 0.834 -1.480 1.167
H -0.886 -0.018 -1.083
H -1.484 -1.178 0.839
H -0.584 1.605 -0.156
H -2.229 0.883 -0.388
```

Summary:
relative energy (zero: lowest compared OMol25 entry of this formula, charge and spin)	1.643	eV
F_max	0.0363	Eh/bohr
molar mass	87.078	g mol⁻¹
gap between HOMO and LUMO	11.061	eV